This record from the OMol25 dataset describes a gas-phase ion, C3H3I2N2 (charge +1) at a distorted geometry. The level of theory is the ωB97M-V functional and the def2-TZVPD basis.

```
10
Properties=species:S:1:pos:R:3:mulliken_charge:R:1
C 0.723 -1.103 0.086 0.264
C 1.855 -0.455 -0.002 -0.465
C -1.032 0.580 -0.145 0.331
N -0.602 -0.716 0.105 -0.178
N -0.278 1.576 -0.256 -0.553
I 3.637 0.391 -0.050 0.590
I -3.183 0.646 -0.006 0.098
H 0.982 -2.022 0.441 0.382
H -1.357 -1.249 0.508 0.233
H -0.744 2.351 -0.679 0.297
```

Output
Kohn-Sham gap (eV): 6.82
HOMO energy (eV): -13.4
Relative energy (zero: lowest compared OMol25 entry of this formula, charge and spin) (kcal per mole): 0.0
Total charge: +1
Maximum force (eV/A): 3.37

=====

This record from the OMol25 dataset describes 2 unconnected molecules or ions with the total composition C2HFNO2 at a distorted geometry. The level of theory is the ωB97M-V functional and the def2-TZVPD basis.

```
7
Properties=species:S:1:pos:R:3:mulliken_charge:R:1
C -0.099 0.553 -0.485 -0.542
C -1.010 -0.139 0.366 0.693
N 2.058 -0.278 -0.277 -0.274
O -1.465 -0.576 1.336 -0.537
O -1.176 -0.431 -0.901 -0.400
F 1.862 -0.583 0.983 -0.165
H -0.170 1.454 -1.023 0.225
```

Output
Kohn-Sham gap (alpha / beta) (eV): 6.74 / 6.75
HOMO energy (alpha / beta) (eV): -2.3 / -2.4
Relative energy (zero: lowest compared OMol25 entry of this formula, charge and spin) (kcal per mole): 138.7
Total charge: -1
Maximum force (eV/A): 4.37

=====

This record from the OMol25 dataset describes 9 unconnected molecules or ions with the total composition C14H44ClO12 at a distorted geometry. The level of theory is the ωB97M-V functional and the def2-TZVPD basis.

```
71
Properties=species:S:1:pos:R:3:mulliken_charge:R:1
Cl 0.616 -0.277 -0.664 2.049
O 1.369 0.836 -0.191 -0.694
O 1.094 -1.470 -0.016 -0.864
O -0.792 -0.146 -0.384 -0.709
O 0.761 -0.434 -2.089 -0.734
C -1.804 -3.066 0.990 -0.605
C -3.289 -3.187 0.689 0.527
C -3.665 -4.645 0.410 -1.384
O -4.070 -2.661 1.776 -0.601
H -1.184 -3.097 0.092 0.254
H -1.414 -3.867 1.626 0.453
H -1.623 -2.117 1.494 -0.129
H -3.561 -2.633 -0.212 0.137
H -4.730 -4.831 0.275 0.358
H -3.303 -5.311 1.199 0.350
H -3.151 -4.943 -0.511 0.300
H -3.747 -3.142 2.551 0.354
C 2.745 4.336 1.364 -1.637
C 2.085 3.360 2.326 2.280
C 2.741 3.409 3.713 -1.755
O 0.706 3.715 2.462 -0.667
H 3.652 4.747 1.822 0.371
H 2.137 5.220 1.172 0.413
H 3.053 3.861 0.433 0.337
H 2.160 2.343 1.931 -0.780
H 2.664 4.418 4.127 0.401
H 3.791 3.115 3.647 0.391
H 2.201 2.777 4.421 0.366
H 0.249 2.920 2.772 0.301
C -2.904 0.650 -3.450 -0.982
C -3.254 2.028 -3.998 0.256
C -2.040 2.649 -4.669 -1.153
O -4.362 1.941 -4.901 -0.574
H -3.780 0.036 -3.212 0.398
H -2.331 0.710 -2.520 0.180
H -2.348 -0.028 -4.105 0.244
H -3.588 2.625 -3.151 0.328
H -1.885 2.295 -5.688 0.333
H -1.156 2.524 -4.042 0.246
H -2.149 3.737 -4.757 0.337
H -4.048 1.441 -5.663 0.346
C 0.898 -2.297 3.543 -0.231
O 2.044 -2.007 2.780 -0.521
H 0.142 -1.503 3.455 -0.077
H 0.402 -3.215 3.205 0.203
H 1.130 -2.359 4.606 0.338
H 1.752 -1.767 1.890 0.370
C -1.634 -2.812 -3.026 -0.197
O -0.346 -3.423 -2.797 -0.579
H -1.842 -2.301 -2.079 -0.106
H -1.570 -2.058 -3.806 0.258
H -2.350 -3.622 -3.125 0.321
H 0.167 -2.694 -2.423 0.271
C -1.645 0.729 3.002 -0.704
O -0.368 0.882 2.456 -0.318
H -2.190 -0.183 2.742 0.199
H -1.583 0.757 4.092 0.300
H -2.318 1.550 2.723 0.262
H -0.328 0.520 1.559 0.189
C 4.014 0.560 1.982 -0.263
O 4.714 1.580 1.291 -0.576
H 3.248 0.077 1.371 -0.025
H 4.659 -0.274 2.263 0.425
H 3.566 0.957 2.895 0.161
H 4.069 2.072 0.777 0.324
C 4.161 -0.023 -2.878 -0.560
O 3.481 1.198 -2.674 -0.564
H 3.906 -0.815 -2.167 0.194
H 3.976 -0.495 -3.852 0.269
H 5.238 0.152 -2.801 0.295
H 2.755 0.978 -2.076 0.300
```

Output
Kohn-Sham gap (eV): 10.08
HOMO energy (eV): -7.4
Relative energy (zero: lowest compared OMol25 entry of this formula, charge and spin) (kcal per mole): 1.0
Total charge: -1
Maximum force (eV/A): 2.05

=====

This record from the OMol25 dataset describes 2 unconnected molecules or ions with the total composition CH3ClN2 at a distorted geometry. The level of theory is the ωB97M-V functional and the def2-TZVPD basis.

```
7
Properties=species:S:1:pos:R:3:mulliken_charge:R:1
C -0.811 -0.691 0.306 -0.302
N 1.634 0.568 -0.417 -0.291
N 0.517 0.881 -0.071 -0.064
Cl -2.232 0.079 -0.272 -0.136
H -0.602 -1.510 -0.364 0.292
H -0.847 -0.691 1.449 0.258
H 2.341 1.363 -0.631 0.244
```

Output
Kohn-Sham gap (eV): 8.70
HOMO energy (eV): -8.2
Relative energy (zero: lowest compared OMol25 entry of this formula, charge and spin) (kcal per mole): 99.6
Maximum force (eV/A): 3.08